1.
Here is C31H33BFN3O5SiSnTe as an isolated structure in a non-equilibrium geometry from the OMol25 dataset. Energies are from ωB97M-V with the def2-TZVPD basis set.

Summary:
F_max (hartree/bohr): 0.070
ΔE to the lowest compared entry with this formula, charge and spin (kJ/mol): 0.0
HOMO-LUMO gap (eV): 4.272
E_LUMO (Eh): 0.135

```
! RIJCOSX wB97M-V def2-TZVPD def2/J DEFGRID3
* xyz -2 1
Te -0.8067 -0.9063 -1.9322
Sn 1.0990 -0.7865 1.2487
Si 0.6460 3.5330 0.4383
F -1.2755 0.3791 2.7692
O 1.9610 -2.7334 -1.2765
O 1.0375 -4.6244 3.3425
O 4.1608 -0.5342 3.9332
O 3.7521 -2.3473 0.1696
O 2.6626 0.0324 2.3124
N -0.5968 -2.9472 0.5828
N 0.0290 2.4425 1.5893
N 1.4764 -2.4999 2.4915
C -2.0374 1.7443 4.5627
C 2.1007 4.4886 1.1131
C 4.2197 -3.0151 -0.9916
C -1.4856 -0.8576 -4.8341
C -0.7115 2.6681 2.6783
C -2.5997 -0.3343 -0.8479
C -0.8643 3.9428 3.2943
C -0.6979 4.6572 -0.2075
C 1.3099 2.4703 -0.9488
C 3.1496 -3.2458 -1.8669
C -1.3697 1.5869 3.3795
C -0.5575 -3.8051 1.7887
C 3.2737 -4.0530 -2.9705
C -1.3618 4.0743 4.5808
C -1.9670 2.9909 5.2141
C -3.7560 -1.1069 -0.8994
C -2.5113 0.9162 -6.1050
C 4.4344 -4.8102 -3.0981
C 2.5811 -2.2720 3.4230
C -4.8880 0.5571 0.3901
C -1.4757 -0.0356 -3.7092
C 5.4717 -4.6397 -2.1782
C 5.4044 -3.6974 -1.1898
C -4.8984 -0.6652 -0.2669
C -1.9552 1.2769 -3.7819
C 3.2002 -0.8091 3.2330
C -2.4897 1.7441 -4.9823
C -2.6115 0.9008 -0.2278
C 0.7422 -3.6739 2.6068
C -3.7569 1.3637 0.4005
C -2.0597 -0.3960 -6.0032
B 2.3618 -2.1452 -0.0540
H -5.7833 0.9134 0.9000
H -2.9057 1.2815 -7.0642
H -1.5598 -2.8219 0.2861
H -1.3763 4.1103 -0.8606
H 0.5128 1.8663 -1.3669
H 2.7284 4.9735 0.3563
H -1.6991 1.4718 -0.2139
H 4.5495 -5.5882 -3.8666
H 2.1646 -2.2978 4.4429
H -5.8164 -1.2675 -0.3053
H -0.0928 -3.3749 -0.2007
H -0.7149 -4.8802 1.5587
H -1.9309 1.9141 -2.8886
H -0.3166 5.5111 -0.8043
H -2.3660 3.0882 6.2179
H -0.4363 4.8163 2.8016
H -2.1555 -1.0702 -6.8493
H 3.3458 -3.0513 3.2585
H 1.7678 3.0615 -1.7743
H 6.2633 -3.5133 -0.5423
H -1.3065 5.0504 5.0573
H 2.7311 3.7147 1.5880
H 2.0884 1.7721 -0.5297
H 2.4816 -4.1125 -3.7085
H -2.5932 0.8896 4.9782
H -2.8466 2.7540 -5.0079
H -1.2598 5.0469 0.6423
H -3.7376 2.3440 0.8477
H -1.3524 -3.4863 2.4993
H -1.1467 -1.8814 -4.7598
H -3.7164 -2.0486 -1.4127
H 6.3671 -5.2467 -2.3058
H 1.7724 5.2330 1.8558
*
```

2.
Here is C31H33Cl3N5O3S6Si2Tm as an isolated structure in a non-equilibrium geometry from the OMol25 dataset. Energies are from ωB97M-V with the def2-TZVPD basis set.

Summary:
F_max (hartree/bohr): 0.032
ΔE to the lowest compared entry with this formula, charge and spin (kJ/mol): 35.9
HOMO-LUMO gap (alpha / beta) (eV): 5.107 / 5.107
<S²>: 2.00
E_LUMO (alpha / beta) (Eh): 0.142 / 0.142

```
! RIJCOSX wB97M-V def2-TZVPD def2/J DEFGRID3
* xyz -2 3
Tm 0.1195 -0.5704 0.4650
Cl -2.9812 -1.2051 -6.3950
Cl 0.3787 -1.6928 -2.1847
Cl -3.8204 1.6406 -1.8860
S 0.7881 -3.2685 0.9994
S -3.0757 -7.4181 2.4962
S -0.7099 -5.6603 2.0027
S -3.2798 -4.7091 1.2400
S -2.2720 -2.0999 0.1377
S -1.1033 0.8442 2.7268
Si 3.3061 -0.0484 2.5471
Si 3.9361 -1.2782 -0.2887
O -2.5334 0.7981 2.7594
O -1.3010 0.3560 -0.9957
O -0.4438 -0.4678 2.5975
N 1.1409 2.6350 7.9537
N -0.4549 1.6649 1.5071
N -1.9461 3.4621 1.8984
N 1.5628 0.9996 -0.8639
N -0.8714 3.1889 -0.1877
C -0.9996 -0.9574 -2.9444
C 0.1646 3.1789 5.8013
C 3.3573 2.1949 0.1533
C 2.5740 1.0307 0.0360
C -1.3732 -1.3354 -4.2150
C 2.7144 1.6238 3.2187
C 2.8046 -0.2297 0.7591
C -0.3824 2.7872 4.5933
C -1.9472 -3.6161 0.8933
C -0.7283 -4.0744 1.2528
C 3.1022 3.2840 -0.6517
C -0.1161 0.4849 5.2305
C 1.3185 2.0629 -1.6267
C 2.0656 3.2223 -1.5777
C 3.6595 -1.0951 -2.1599
C -2.3925 -6.0050 1.9391
C -1.5994 4.1766 -0.6691
C -1.1412 2.7775 1.0596
C 0.4246 0.8781 6.4417
C 0.5919 2.2304 6.7314
C -0.5119 1.4371 4.3033
C 5.7584 -0.7268 -0.0949
C -2.5883 4.8241 0.0583
C 5.1572 0.0124 3.0327
C -2.8562 0.5146 -2.7877
C 4.0076 -3.1207 0.0956
C -2.6756 4.4403 1.3833
C -2.5039 -0.7626 -4.7714
C 2.6582 -1.4574 3.6187
C -1.6946 -0.0015 -2.1588
C -3.2580 0.1534 -4.0596
H 1.5890 3.5356 7.9326
H 2.6243 1.6009 4.3096
H 1.8249 4.0556 -2.2241
H 1.5913 -1.6040 3.4594
H 3.7207 4.1723 -0.5811
H 3.1479 -2.4018 3.3646
H 2.8303 -1.2542 4.6831
H 5.2395 0.3335 4.0769
H 0.2852 4.2333 6.0281
H 3.1418 -0.1659 -2.4092
H -0.7044 3.5157 3.8642
H 5.8729 0.3516 -0.2571
H 0.7508 0.1323 7.1595
H -1.3717 4.4790 -1.6890
H -0.2025 -0.5651 4.9785
H 1.7071 1.9385 8.4090
H -3.3321 4.9554 2.0803
H 1.7435 1.8927 2.8022
H 4.1843 2.1970 0.8519
H 5.7327 0.7134 2.4180
H 5.6350 -0.9700 2.9498
H 4.0630 -3.3020 1.1737
H 3.1215 -3.6434 -0.2673
H 3.4162 2.4193 2.9548
H 3.0595 -1.9166 -2.5571
H -3.2231 5.5855 -0.3717
H -4.1587 0.5747 -4.4834
H 4.6224 -1.0949 -2.6804
H 6.3886 -1.2466 -0.8251
H 4.8965 -3.5560 -0.3750
H 6.1404 -0.9605 0.9007
H -0.7998 -2.0739 -4.7581
H 0.4897 1.9667 -2.3190
*
```

3.
Here is C31H33ClInN2O2Si2 as an isolated structure in a non-equilibrium geometry from the OMol25 dataset. Energies are from ωB97M-V with the def2-TZVPD basis set.

Summary:
F_max (hartree/bohr): 0.073
HOMO-LUMO gap (alpha / beta) (eV): 3.489 / 3.111
E_LUMO (alpha / beta) (Eh): -0.212 / -0.218

```
! RIJCOSX wB97M-V def2-TZVPD def2/J DEFGRID3
* xyz 1 1
In 0.8673 -0.1383 -0.9397
Cl 2.6163 0.5183 -2.9117
Si 0.2407 0.1379 -7.0888
Si 1.3020 0.2667 -4.8442
O 2.3030 1.6188 2.7126
O 1.9187 0.2093 0.9884
N 0.4191 2.1872 -0.2716
N 1.0344 2.3393 1.0180
C 0.3145 -1.2930 -4.3933
C -1.9513 2.6473 -3.5486
C -2.1857 -0.9591 -0.9548
C -2.1497 0.0438 0.0501
C 1.7548 1.3344 1.5399
C -1.0697 -1.3927 -4.6783
C 0.1492 1.6986 -4.3444
C 0.8685 -1.3068 -8.0849
C -1.1746 -0.3135 1.0147
C -0.5765 -1.5546 0.5931
C 0.2574 -3.6540 -3.7556
C 0.7410 -2.4755 -10.2137
C 2.1825 -3.3156 -8.4646
C 1.6410 -3.4385 -9.7497
C 3.0689 0.5224 3.2995
C 1.8077 -2.2487 -7.6374
C 0.4653 2.9421 -4.9106
C 0.9261 -2.4285 -3.8408
C -1.0083 1.6103 -3.5499
C 2.0858 3.1257 -9.3816
C -1.7504 -2.6134 -4.6016
C -0.4088 2.5774 -8.2587
C -1.0735 -3.7629 -4.1815
C -1.7033 3.8173 -4.2716
C 1.0186 3.9967 -9.5992
C 1.9128 1.9700 -8.6081
C -0.2321 3.7245 -9.0343
C 0.3710 -1.4051 -9.3944
C -0.4689 3.9866 -4.9199
C 0.6438 1.6690 -8.0727
C -1.2390 -1.9630 -0.6188
H 1.9475 -2.3570 -3.4533
H -2.8017 -2.6604 -4.9188
H -1.2218 0.7286 -2.9320
H 2.7575 1.3037 -8.4190
H 2.6619 0.3150 -5.4548
H -2.8300 0.8970 0.1153
H -1.0720 4.4099 -9.1800
H 0.7803 2.8838 -0.9341
H 2.8982 -4.0656 -8.1229
H 1.9168 -4.2661 -10.4026
H 2.2540 -2.1412 -6.6429
H -1.6561 -0.5203 -4.9900
H -0.2414 4.9105 -5.4527
H 1.0186 3.2187 1.5373
H -2.8963 2.5282 -3.0051
H -2.8784 -1.0022 -1.7980
H 0.0934 -2.1766 1.1924
H -2.4593 4.6099 -4.3224
H -0.3080 -0.6266 -9.7569
H 0.8029 -4.5306 -3.3926
H -1.5712 -4.7349 -4.1930
H 3.4349 0.9430 4.2352
H -1.0782 -2.9034 -1.1464
H 2.4301 -0.3513 3.4788
H -1.3768 2.3749 -7.7845
H 3.0675 3.3584 -9.8111
H 1.4280 3.0975 -5.3974
H 1.1454 4.8907 -10.2141
H -0.5974 2.3312 -0.1898
H 3.8955 0.2175 2.6428
H -1.0258 0.1534 1.9888
H 0.3290 -2.5613 -11.2213
H -1.2362 0.0708 -7.0499
*
```

4.
Here is C31H33ClN2O2Si2Ti as an isolated structure in a non-equilibrium geometry from the OMol25 dataset. Energies are from ωB97M-V with the def2-TZVPD basis set.

Summary:
F_max (hartree/bohr): 0.058
ΔE to the lowest compared entry with this formula, charge and spin (kJ/mol): 295.2
HOMO-LUMO gap (alpha / beta) (eV): 6.193 / 6.213
<S²>: 0.75
E_LUMO (alpha / beta) (Eh): -0.099 / -0.099

```
! RIJCOSX wB97M-V def2-TZVPD def2/J DEFGRID3
* xyz 1 2
Ti -0.3106 -0.7226 -0.8338
Cl -1.5808 -2.9158 -1.0916
Si -0.4629 -2.9301 -3.0552
Si -0.5614 -3.9496 -5.2750
O -0.2508 -1.8134 3.0715
O -0.8835 -1.0589 1.0457
N 1.4190 -1.7615 -0.0806
N 1.2150 -1.8594 1.3365
C -2.0565 -2.6050 -8.7985
C -3.8468 -2.4340 -7.1514
C -1.9513 0.6083 -5.8071
C -2.7252 0.1532 -4.7357
C 1.4084 -3.2114 -2.8586
C 0.1991 0.9704 -2.3042
C 3.6076 -2.3409 -3.3792
C 3.2967 -4.2921 -6.8182
C -3.1044 -3.2303 -6.2791
C -1.6411 -1.4998 3.4503
C 1.2324 0.9002 -1.3249
C 3.6393 -5.6052 -6.4704
C -0.0052 -1.5759 1.8090
C -1.0384 1.2425 -1.6412
C -1.3329 -3.4398 -7.9394
C 1.9961 -3.8308 -6.5913
C 0.6360 1.1403 -0.0326
C 3.3549 -4.6285 -2.6075
C 2.6788 -6.4679 -5.9246
C -2.3184 -0.9506 -3.9835
C 1.0458 -4.6589 -5.9481
C -0.7127 0.0069 -6.0595
C -1.7829 -3.6199 -6.6169
C 4.1670 -3.5791 -3.0471
C -1.1379 -1.6376 -4.3203
C -0.7729 1.3788 -0.2384
C 2.2254 -2.1644 -3.2997
C 1.9698 -4.4483 -2.5067
C -3.2962 -2.0911 -8.3953
C -0.2839 -1.0732 -5.2908
C 1.3868 -6.0021 -5.6688
H 1.7246 -2.8095 -6.8718
H 2.3224 -1.3097 -0.2731
H 4.0378 -3.6142 -7.2548
H -0.0729 0.3632 -6.8683
H -1.0458 -4.2526 -3.0908
H 2.9481 -7.5021 -5.6760
H -3.6622 0.6605 -4.4969
H 4.6657 -5.9497 -6.6270
H -0.0511 -1.4775 -2.3760
H 0.6948 -1.5230 -5.4913
H 0.6331 -6.6643 -5.2368
H -2.9009 -1.2837 -3.1188
H -1.6332 -2.3490 -9.7727
H -2.3319 -2.1718 2.9272
H -0.3893 -3.8900 -8.2453
H 3.7977 -5.5983 -2.3614
H 1.3081 -5.2711 -2.2123
H -1.6549 -1.6708 4.5257
H -4.8342 -2.0574 -6.8513
H 4.2135 -1.5095 -3.7416
H -1.8852 -0.4624 3.1935
H 1.7523 -1.2210 -3.5974
H -2.2962 1.4326 -6.4374
H 1.9580 -2.1877 1.9502
H 0.3373 0.9106 -3.3810
H 1.1827 1.3207 0.8922
H -1.4903 1.7063 0.5129
H -2.0002 1.3991 -2.1255
H -3.5072 -3.4786 -5.2963
H 2.2992 0.8127 -1.5337
H -3.8390 -1.4138 -9.0546
H 5.2430 -3.7327 -3.1672
H 1.5446 -2.6958 -0.5075
*
```

5.
Here is C31H33ClN3O6S2Ti as an isolated structure in a non-equilibrium geometry from the OMol25 dataset. Energies are from ωB97M-V with the def2-TZVPD basis set.

Summary:
F_max (hartree/bohr): 0.052
ΔE to the lowest compared entry with this formula, charge and spin (kJ/mol): 181.9
HOMO-LUMO gap (eV): 7.177
E_LUMO (Eh): -0.359

```
! RIJCOSX wB97M-V def2-TZVPD def2/J DEFGRID3
* xyz 3 1
Ti -0.7598 -0.3539 1.0449
Cl -1.0540 -1.2615 3.1492
S 2.3317 0.5413 0.8951
S -0.6401 -2.6873 -1.2828
O -1.0407 0.1866 3.0209
O -0.5369 -1.5370 -0.1893
O 0.7681 0.5025 1.0809
O -1.3781 -1.7233 4.3840
O -1.9858 -1.6091 2.0878
O 0.2159 -1.6572 2.6447
N -1.9718 2.4351 1.8689
N -3.8530 2.2198 0.5628
N -1.9629 0.8300 0.1938
C 3.8593 0.8823 -2.8255
C 1.6834 3.2068 1.1602
C -4.6638 1.6427 -0.4966
C 1.3359 1.0273 -1.6581
C -4.1312 3.0812 2.8102
C -0.1498 -6.6744 0.8337
C 3.3905 -2.4106 -3.3845
C -4.0471 0.3448 -0.9940
C 0.9941 -2.2956 -3.4263
C 3.1779 4.8616 2.0524
C -2.6342 1.8024 0.8838
C 2.7564 1.2415 -3.5852
C 3.3604 -2.6856 -2.0249
C -0.7418 -6.5940 -0.4185
C -0.9128 -5.3594 -1.0237
C 3.7127 0.6122 -1.4736
C -2.5448 0.5790 -1.1395
C 0.1718 -4.2890 0.8676
C 0.9746 -2.5631 -2.0629
C 3.9325 2.5927 1.8162
C 2.2111 -2.2057 -4.0836
C 1.9371 4.5148 1.5367
C 2.6806 2.2564 1.3212
C -0.4447 -4.2240 -0.3734
C -4.4394 3.3107 1.3343
C 1.4967 1.2932 -3.0098
C 2.1515 -2.7559 -1.3522
C 2.4543 0.7146 -0.9003
C -2.6221 3.1051 2.9951
C 4.1765 3.9092 2.1791
C 0.3054 -5.5301 1.4729
H -2.0509 -0.2845 -1.5935
H 0.7755 -5.6060 2.4407
H 2.1305 -2.9750 -0.2949
H 0.5343 -3.3930 1.3606
H -5.5163 3.3219 1.1625
H 0.7252 2.9165 0.7436
H 4.7064 1.8486 1.9168
H 2.2363 -1.9856 -5.1397
H -4.7343 2.3750 -1.3098
H 4.3368 -2.3625 -3.9019
H -2.3679 1.4667 -1.7648
H 5.1441 4.1909 2.5623
H -4.5942 3.8524 3.4237
H -1.3967 -5.2730 -1.9849
H -4.4949 0.0790 -1.9494
H 4.8367 0.8301 -3.2757
H -1.0162 2.1426 2.0449
H -1.0663 -7.4894 -0.9210
H 2.8802 1.4952 -4.6260
H -4.5457 2.1169 3.1107
H 4.5696 0.3439 -0.8753
H -4.0244 4.2630 0.9885
H 3.3644 5.8816 2.3485
H 0.0719 -2.1783 -3.9739
H -2.2522 4.1321 3.0357
H -2.3315 2.6004 3.9193
H 1.1734 5.2672 1.4194
H 4.2788 -2.8619 -1.4873
H -4.2133 -0.4768 -0.2875
H -5.6718 1.4700 -0.1143
H 0.3549 1.0782 -1.1845
H -0.0490 -7.6292 1.3241
H 0.6427 1.5659 -3.6086
*
```

6.
Here is C31H33MnN2Si2 as an isolated structure from the OMol25 dataset. Energies are from ωB97M-V with the def2-TZVPD basis set.

Summary:
F_max (hartree/bohr): 0.007
ΔE to the lowest compared entry with this formula, charge and spin (kJ/mol): 0.0
HOMO-LUMO gap (alpha / beta) (eV): 7.852 / 8.404
<S²>: 6.22
E_LUMO (alpha / beta) (Eh): -0.005 / 0.018

```
! RIJCOSX wB97M-V def2-TZVPD def2/J DEFGRID3
* xyz 0 5
Mn -0.5765 1.9391 0.1751
Si 2.6070 -1.1198 2.5806
Si -0.3820 -0.0814 -1.2672
N -1.8950 1.6603 2.4541
N -0.9942 1.4238 3.4221
C 0.7823 0.8808 1.1695
C -2.9865 2.0512 3.1041
C -0.7615 3.3617 -1.6414
C -1.2610 0.1196 -2.9276
C 1.8774 -2.7832 2.1540
C -1.2112 0.6588 -5.2934
C -1.3904 -2.7305 -1.2285
C -2.7907 2.0511 4.4924
C 1.4381 -0.3894 -1.6684
C -2.2070 3.6248 0.1231
C 2.5683 -0.8459 4.4303
C -2.0699 3.0441 -1.1551
C -2.6498 -0.0124 -3.0211
C -3.3097 0.1856 -4.2263
C -1.9322 -3.8802 -0.6703
C 4.3416 -0.9604 1.9161
C -0.5542 0.4557 -4.0859
C -0.0972 4.1057 -0.6487
C 1.9777 -1.6746 -1.7180
C -1.4913 -1.6369 0.9037
C -0.9814 4.2400 0.4590
C -2.0439 -2.7829 1.4628
C -1.4839 1.6497 4.6502
C 3.3203 -1.8744 -2.0175
C 3.6257 0.4972 -2.2371
C -2.2587 -3.9070 0.6805
C 2.2859 0.6910 -1.9309
C -2.5913 0.5253 -5.3647
C 4.1454 -0.7902 -2.2790
C -1.1485 -1.5936 -0.4497
C 1.5555 0.1625 1.7830
H 1.3460 -2.5300 -1.5078
H 2.4572 -3.5940 2.6026
H 0.9257 4.4470 -0.6861
H 3.1766 -1.5846 4.9558
H -4.3854 0.0716 -4.2791
H 4.2655 1.3485 -2.4332
H -3.4956 2.3084 5.2626
H -2.8149 2.4772 -1.6921
H -0.8830 1.5026 5.5315
H 1.8717 -2.9211 1.0707
H 2.9440 0.1474 4.6864
H -0.6455 0.9158 -6.1803
H 4.7669 0.0177 2.1491
H -2.3035 -2.7945 2.5146
H -3.2216 -0.2833 -2.1389
H 4.9966 -1.7272 2.3368
H 0.8452 -2.8625 2.5020
H -3.1054 0.6803 -6.3046
H 4.3288 -1.0736 0.8294
H 1.5438 -0.9279 4.8037
H -0.0677 1.1081 3.1422
H -2.1071 -4.7500 -1.2909
H -0.7529 4.7217 1.3976
H 5.1915 -0.9447 -2.5115
H 1.8928 1.7017 -1.8738
H -3.8842 2.2932 2.5574
H 3.7253 -2.8788 -2.0447
H -0.3638 3.0643 -2.5999
H -3.0649 3.5381 0.7669
H 0.5247 0.5469 -4.0482
H -1.3203 -0.7655 1.5231
H -2.6845 -4.8014 1.1173
H -1.1588 -2.7164 -2.2889
*
```

| no. | DFT total energy (eV) |
| --- | --- |
| 1 | -71789.930 |
| 2 | -194148.915 |
| 3 | -73200.759 |
| 4 | -91143.282 |
| 5 | -106714.558 |
| 6 | -82737.859 |